C42H61F2NO5P | wB97M-V/def2-TZVPD

Each line ends with the Mulliken charge.
Cartesian coordinates (Å):
C: 3.859 -1.654 -2.273  -0.4543
C: 5.086 -0.784 -1.952  -0.5919
C: 4.988 -0.069 -0.602  -1.2728
C: 3.847 0.965 -0.510  1.6782
C: 4.283 2.442 -0.583  -1.1831
C: 4.027 3.151 -1.930  -0.3379
C: 3.175 4.424 -1.801  0.0858
C: 2.462 4.765 -3.108  0.1407
C: 1.769 6.147 -3.207  -1.1290
C: 1.389 6.864 -1.903  -1.1030
C: 0.475 6.093 -0.929  -0.8623
C: -0.479 5.089 -1.566  -0.3597
C: -0.935 3.991 -0.588  0.7711
C: -2.408 3.609 -0.669  -1.1534
C: -2.743 2.369 0.194  -0.5599
C: -3.130 1.091 -0.575  -1.4913
C: -2.470 0.855 -1.932  0.1559
C: -2.838 -0.497 -2.582  -1.4409
C: -1.892 -0.494 -3.749  0.5619
P: -2.182 -1.353 -5.345  1.0553
O: -1.627 -0.550 -6.430  -0.5995
O: -1.633 -2.817 -5.104  -0.5254
O: -3.727 -1.674 -5.367  -0.5311
N: -0.889 0.271 -3.513  0.3686
C: 0.173 0.675 -4.448  -0.9635
C: 1.182 -0.418 -4.772  0.7583
C: 2.269 0.068 -5.730  0.1542
O: 3.414 -0.225 -5.581  -0.4520
O: 1.825 0.729 -6.841  -0.4978
C: -0.936 0.800 -2.082  1.2052
C: -0.100 -0.209 -1.265  -0.1912
C: -0.087 -0.008 0.231  0.3656
C: 0.686 1.005 0.793  0.0172
C: 0.699 1.207 2.166  -0.9160
C: -0.058 0.386 2.991  -0.9286
C: -0.806 -0.651 2.444  -0.8103
C: -0.814 -0.845 1.071  -0.3061
H: 3.534 -1.522 -3.305  -0.0081
H: 4.089 -2.710 -2.137  0.4645
H: 3.017 -1.423 -1.613  0.0152
H: 5.964 -1.431 -1.932  0.4242
H: 5.259 -0.058 -2.749  0.3127
H: 4.869 -0.832 0.171  0.3903
H: 5.939 0.425 -0.397  0.3757
H: 3.120 0.749 -1.301  -0.9502
H: 3.323 0.800 0.434  -0.0772
H: 5.351 2.486 -0.361  0.5735
H: 3.782 2.991 0.217  0.4272
H: 4.973 3.378 -2.422  0.5413
H: 3.468 2.467 -2.580  -0.0698
H: 3.775 5.269 -1.462  0.2992
H: 2.425 4.201 -1.038  -0.1817
H: 1.737 3.972 -3.319  -0.5859
H: 3.206 4.709 -3.909  0.6121
H: 2.424 6.818 -3.765  0.4163
H: 0.867 6.038 -3.813  0.3578
H: 2.297 7.144 -1.366  0.3178
H: 0.912 7.807 -2.176  0.5015
H: 1.093 5.580 -0.190  0.4263
H: -0.123 6.810 -0.360  0.5338
H: 0.030 4.583 -2.386  0.0054
H: -1.345 5.587 -2.009  0.5244
H: -0.724 4.302 0.440  0.5513
H: -0.315 3.118 -0.770  -1.0470
H: -2.980 4.464 -0.303  0.4777
H: -2.719 3.472 -1.707  0.4330
H: -3.584 2.617 0.841  0.5638
H: -1.906 2.163 0.861  0.0861
H: -2.964 0.216 0.052  0.3007
H: -4.206 1.124 -0.770  0.5676
H: -2.808 1.619 -2.636  0.5556
H: -2.636 -1.338 -1.915  0.3728
H: -3.864 -0.506 -2.943  0.6627
H: -0.845 -2.881 -4.552  0.4118
H: -4.283 -0.904 -5.551  0.3707
H: 0.683 1.516 -3.978  -0.1550
H: -0.312 1.015 -5.362  0.6421
H: 1.704 -0.758 -3.879  -0.1069
H: 0.696 -1.252 -5.281  0.1479
H: 1.535 1.628 -6.653  0.3641
H: -0.416 1.751 -2.110  -0.7186
H: 0.934 -0.114 -1.612  -0.8034
H: -0.407 -1.231 -1.495  0.8062
H: 1.298 1.626 0.151  0.2699
H: 1.301 2.004 2.581  0.4721
H: -0.055 0.551 4.060  0.4575
H: -1.362 -1.297 3.110  0.5843
H: -1.396 -1.664 0.662  0.4094
F: -2.626 -3.055 4.761  -0.4010
C: -1.980 -4.232 4.584  0.2265
C: -2.683 -5.315 4.100  -0.3447
C: -2.013 -6.518 3.925  -0.3566
C: -0.665 -6.623 4.239  -0.5260
C: 0.019 -5.517 4.724  -0.3915
C: -0.638 -4.307 4.897  -0.2677
H: -3.737 -5.217 3.876  0.4471
H: -2.551 -7.377 3.550  0.3828
H: -0.151 -7.565 4.112  0.4059
H: 1.068 -5.595 4.976  0.3820
H: -0.121 -3.434 5.275  0.4585
F: -1.574 -7.727 8.086  -0.3033
C: -2.630 -6.989 8.486  0.2480
C: -3.465 -7.494 9.463  -0.5090
C: -4.548 -6.726 9.867  -0.3416
C: -4.783 -5.483 9.295  -0.5574
C: -3.927 -5.002 8.313  -0.3263
C: -2.837 -5.756 7.903  -0.1527
H: -3.266 -8.466 9.892  0.4298
H: -5.212 -7.103 10.633  0.3604
H: -5.630 -4.891 9.614  0.3766
H: -4.106 -4.035 7.862  0.3846
H: -2.153 -5.399 7.145  0.3960

Net charge ... +1
Max |F| ... 0.834 eV Å⁻¹
E_LUMO ... -4.4 eV
2S+1 ... 1